Entry 1:
Here is C17H19NO4 as an isolated structure at a distorted geometry from the OMol25 dataset. Energies are from ωB97M-V/def2-TZVPD.

CARTESIAN COORDINATES (ANGSTROEM)
1 C 1.83 -0.63 -4.60
2 H 2.29 -1.58 -4.46
3 O 0.48 -0.85 -3.90
4 C 0.35 -1.18 -2.74
5 C 1.27 -1.39 -2.00
6 C 1.29 -1.67 -0.67
7 C 0.07 -1.74 -0.25
8 C -1.15 -1.81 -0.95
9 C -0.92 -1.47 -2.30
10 H -1.77 -1.19 -2.95
11 H -1.93 -1.94 -0.50
12 H -0.19 -2.30 0.92
13 O 2.24 -1.88 0.05
14 C 2.46 -2.14 1.60
15 C 2.35 -0.89 2.31
16 N 1.49 0.17 1.87
17 C 0.10 0.20 2.47
18 O -0.03 -0.60 3.42
19 C -0.87 0.95 2.14
20 C -0.73 1.44 0.65
21 C -1.87 2.18 0.15
22 C -2.58 2.75 1.03
23 C -2.68 2.33 2.45
24 C -1.65 1.54 2.83
25 H -1.88 0.89 3.99
26 H -3.58 2.74 3.14
27 H -3.65 3.53 0.58
28 O -1.87 2.61 -0.97
29 C -0.88 2.34 -2.13
30 H 0.05 2.68 -1.77
31 H -1.24 2.66 -2.90
32 H -1.09 1.10 -2.21
33 H -0.10 0.99 0.01
34 H 1.45 0.71 1.04
35 H 2.31 -1.01 3.32
36 H 3.53 -0.38 2.31
37 H 3.16 -2.82 1.79
38 H 1.72 -2.53 1.83
39 H 2.55 -1.30 -2.23
40 H 2.55 0.03 -4.17
41 H 1.67 -0.27 -5.67

Results
Net charge = 0
Strongest force on any atom = 0.3686 hartree/bohr
Energy above the lowest of the compared OMol25 structures with the same formula, charge and spin = 2063.7 kJ/mol
E_HOMO = -0.2860 hartree

=====

Entry 2:
Here is C17H20AlBr30F7NO5S as an isolated structure at a distorted geometry from the OMol25 dataset. Energies are from ωB97M-V/def2-TZVPD.

CARTESIAN COORDINATES (ANGSTROEM)
1 C 0.24 -2.93 1.35
2 C -0.70 -3.12 2.56
3 C -2.14 -2.60 2.39
4 O -2.26 -1.21 2.49
5 C -2.07 -0.51 1.25
6 Al -3.47 0.95 1.18
7 O -2.99 2.53 2.04
8 N -3.04 2.43 3.37
9 O -2.24 1.66 3.83
10 S -4.21 1.30 -1.02
11 O -4.75 0.05 -1.54
12 O -5.21 2.36 -1.00
13 C -2.93 1.90 -2.27
14 F -3.47 1.66 -3.50
15 F -2.75 3.23 -2.19
16 C -1.57 1.15 -2.24
17 F -1.08 1.20 -3.51
18 F -1.73 -0.14 -1.95
19 C -0.49 1.82 -1.34
20 F 0.36 0.90 -0.86
21 F -1.03 2.47 -0.31
22 F 0.23 2.66 -2.10
23 H -0.19 -3.20 0.39
24 H 1.13 -3.53 1.52
25 H 0.57 -1.89 1.33
26 H -0.77 -4.20 2.75
27 H -0.26 -2.70 3.46
28 H -2.70 -3.01 3.23
29 H -2.60 -3.02 1.49
30 H -2.31 -1.18 0.42
31 H -1.05 -0.12 1.16
32 H -4.75 0.41 1.96
33 C -0.12 -6.03 5.84
34 Br -0.50 -7.88 6.23
35 Br 1.25 -5.86 4.50
36 Br -1.71 -5.06 5.36
37 H 0.26 -5.59 6.74
38 C 1.46 4.85 -5.40
39 Br 2.99 3.77 -4.97
40 Br 1.06 4.79 -7.29
41 Br -0.07 4.35 -4.35
42 H 1.70 5.87 -5.15
43 C -1.80 -4.18 -2.83
44 Br -3.14 -5.51 -3.21
45 Br -2.22 -3.16 -1.26
46 Br -0.04 -4.95 -2.73
47 H -1.79 -3.49 -3.66
48 C -3.39 0.08 -6.70
49 Br -2.45 -1.21 -5.63
50 Br -2.23 1.48 -7.34
51 Br -4.35 -0.76 -8.14
52 H -4.12 0.55 -6.05
53 C 2.14 2.63 2.85
54 Br 2.67 3.17 1.07
55 Br 2.84 3.85 4.18
56 Br 0.24 2.40 3.02
57 H 2.60 1.67 3.04
58 C 1.93 -5.99 9.94
59 Br 1.55 -7.84 10.32
60 Br 3.27 -5.81 8.56
61 Br 0.34 -5.02 9.50
62 H 2.34 -5.56 10.84
63 C 2.89 6.31 7.46
64 Br 1.75 7.81 7.10
65 Br 4.40 6.26 6.26
66 Br 3.46 6.27 9.30
67 H 2.31 5.42 7.28
68 C -0.61 -7.57 -6.47
69 Br -0.76 -5.67 -6.73
70 Br -0.21 -8.01 -4.64
71 Br -2.18 -8.50 -7.09
72 H 0.22 -7.91 -7.07
73 C 2.58 7.11 -9.93
74 Br 2.16 7.60 -11.74
75 Br 4.18 6.03 -9.83
76 Br 2.70 8.65 -8.78
77 H 1.77 6.50 -9.56
78 C 6.87 3.83 2.58
79 Br 7.63 4.09 0.82
80 Br 6.20 2.05 2.80
81 Br 8.11 4.31 3.97
82 H 6.02 4.50 2.66

Results
Net charge = -1
Strongest force on any atom = 0.0371 hartree/bohr
E_HOMO = -0.2187 hartree